[1]
17
Properties=species:S:1:pos:R:3:forces:R:3:lowdin_charge:R:1 method="wB97M-V/def2-TZVPD" homo_lumo_gap_ev="8.710 / 8.711" spin_multiplicity=1 homo_energy_ev="-9.0 / -9.0"
H 0.754986 -1.665203 0.644608 -0.6328 0.1939 -0.3001 0.1150
C -2.255118 -0.971319 -0.897939 2.6804 2.4653 0.9526 -0.1062
C -0.083335 -1.129372 0.163968 -1.6103 0.0043 1.2389 -0.0119
O 3.404716 -1.325445 0.258346 -0.1458 -0.2035 0.2409 -0.5737
S 3.246071 -0.290516 -0.769825 -1.0844 1.9356 0.3434 0.9236
H 1.940358 1.601718 -1.104377 0.2661 1.2160 -1.7473 0.0477
H -1.701447 -2.821814 -0.062987 1.3979 1.3682 0.4523 0.1201
C 2.168004 0.907733 -0.368232 1.3525 -2.4239 0.5227 -0.3616
N -1.997235 0.366898 -1.151222 -2.4515 -2.4470 -0.8038 0.0360
C 1.159442 0.940384 0.722729 1.0025 -2.1636 -0.2930 -0.1965
H 1.426856 0.288122 1.533396 0.5768 -0.0501 0.5651 0.1086
C -0.973027 0.975129 -0.646835 -0.0766 0.1898 1.5759 -0.1407
H 1.049736 1.906984 1.092511 -0.6111 1.7291 0.4820 0.1019
C -0.029505 0.282241 0.115438 -0.1424 -0.6975 -0.7967 -0.2344
H -3.176795 -1.298029 -1.328760 -0.3132 -0.5528 0.0493 0.0872
C -1.336123 -1.743792 -0.124920 -1.0307 -0.1825 -2.3425 -0.0422
H -1.081210 2.071203 -0.678280 0.8226 -0.3814 -0.1396 0.1272

***

[2]
18
Properties=species:S:1:pos:R:3:forces:R:3:lowdin_charge:R:1 method="wB97M-V/def2-TZVPD" homo_lumo_gap_ev=6.999 spin_multiplicity=1 homo_energy_ev=-8.3
C -2.256051 -0.194165 1.115486 -0.1258 1.9091 3.7211 -0.0478
S 2.196107 -0.665103 -3.045946 -0.7859 0.2329 -1.3750 0.4696
C 1.650356 0.571616 -0.249734 -1.4774 -0.2312 2.0669 -0.0616
H 2.590377 0.773579 -0.588380 2.2644 0.4619 -0.6075 0.0048
C -0.894469 0.145227 0.682471 0.0555 0.0142 -1.7507 -0.2203
N 0.910797 -0.043004 -2.471612 0.8831 -0.6655 -2.0729 -0.3262
H -0.087539 0.444099 2.581937 -0.7389 0.2407 2.7077 0.0814
H -2.666439 -0.995453 0.603960 -0.8021 -2.1598 -0.4115 0.0395
S 3.765209 -0.864365 -2.036813 0.8035 -0.2688 0.5238 0.2056
C 1.396913 0.605783 1.138092 -2.7553 0.4430 -3.3710 -0.0376
C 0.080093 0.530780 1.581326 1.6413 -1.2002 -2.7513 -0.0271
C -0.590393 -0.063588 -0.684949 0.3260 0.7873 0.9836 -0.2281
C 0.688639 0.230393 -1.187722 -0.9312 0.0543 2.7857 -0.3500
O -1.483536 -0.584874 -1.536859 -2.7236 -0.8233 1.6551 0.0619
H -3.006968 0.604744 0.993489 0.4180 0.0603 -0.0074 0.1025
H 2.168359 0.723768 1.769680 2.5531 0.6157 2.1884 0.0650
H -2.285558 -0.847056 -0.931352 2.0398 0.6630 -2.1894 0.1380
H -2.175899 -0.372383 2.266926 -0.6444 -0.1337 -2.0956 0.1303

***

[3]
18
Properties=species:S:1:pos:R:3:forces:R:3:lowdin_charge:R:1 method="wB97M-V/def2-TZVPD" homo_lumo_gap_ev="5.290 / 6.223" spin_multiplicity=3 homo_energy_ev="-4.7 / -9.2"
N 1.157111 0.347917 -0.090089 -1.9956 0.4528 2.9095 0.1470
O -0.161170 -0.053011 -1.863710 -0.8875 -0.0982 -0.2700 0.0564
H 3.259503 -0.699855 0.600901 -0.2098 0.1762 0.0151 -0.2726
H -3.961440 0.159601 0.699501 -0.0566 0.0214 0.0529 0.1072
C -2.091937 0.493932 1.678031 0.7305 0.1377 0.4544 -0.0829
C -0.978524 0.096873 -0.779343 -2.2720 -0.2449 -0.3269 -0.1900
C 1.082163 0.113532 -1.354449 1.1687 -0.4349 -2.3748 -0.7797
C -0.715271 0.564261 1.587327 -1.6922 0.5200 3.3159 -0.0255
H -2.566902 0.656452 2.632631 -0.0335 -0.0022 0.1114 0.1045
C -0.157132 0.355714 0.335065 3.8040 -0.3932 -3.2008 -0.1982
H 1.666409 -0.373627 -3.480458 -0.1050 -0.0271 -0.1452 -0.1102
H -2.960402 -0.206858 -1.548750 -0.0321 -0.0049 -0.0966 0.1097
H 5.155246 -0.759829 0.909244 0.2814 0.2424 0.0374 -0.2304
C -2.891426 0.218184 0.570161 -1.4983 0.4574 2.9128 -0.0845
H -0.087412 0.762115 2.437645 0.0190 0.0482 0.1628 0.1085
S 2.425517 -0.041384 -2.436365 0.0020 0.0826 0.2847 0.8887
C -2.351970 0.012610 -0.687748 2.8682 -0.5278 -3.8386 -0.0277
S 4.177637 -1.646628 0.790407 -0.0912 -0.4055 -0.0040 0.4795

***

[4]
18
Properties=species:S:1:pos:R:3:forces:R:3:lowdin_charge:R:1 method="wB97M-V/def2-TZVPD" homo_lumo_gap_ev=7.752 smiles="S=C(S)[C@@H]1SCn2cccc21" spin_multiplicity=1 homo_energy_ev=-8.2
C 1.142702 -0.554980 0.806570 3.3296 0.5859 0.3451 -0.5405
C -0.403950 -1.512730 -1.075721 0.0229 -3.0996 -1.1992 -0.4275
S 0.968638 -2.165728 -0.003689 -0.5540 0.1425 -0.2714 0.8781
H -2.942395 1.695945 1.097181 -1.0769 0.0809 -0.5579 0.0850
S 1.726640 0.918702 -1.539216 0.3132 0.2033 0.1332 0.7686
C -0.967164 1.034376 1.364852 1.4080 -1.0510 -0.7842 -0.0300
S 3.958318 0.407059 0.573051 -1.2667 0.0685 -0.7535 0.6371
C -2.143697 0.147906 -0.370383 0.2636 0.2440 2.3106 -0.0681
C 2.464807 0.294524 -0.069736 -1.7896 -1.0055 2.2683 -1.1471
H 1.604678 -0.788654 1.847817 -0.9637 0.8188 -1.7356 0.1145
N -0.983053 -0.520121 -0.261038 1.9972 2.3289 0.4110 -0.1798
H 0.138177 -1.285497 -2.085780 -1.6723 0.2070 1.6420 0.0835
H -0.530278 1.618096 2.163943 -0.7026 0.1442 0.0711 0.1112
C -0.180355 0.120206 0.698233 -0.3670 -1.7370 0.0330 -0.3347
H -2.732547 -0.162355 -1.147252 -2.0275 -0.2836 -1.4476 0.0942
H 2.327170 2.113766 -1.543388 0.3557 -0.0729 -0.1592 -0.1119
H -1.216721 -2.364605 -1.171314 1.8539 1.5340 -0.2929 0.1307
C -2.230967 1.004093 0.715867 0.8763 0.8916 -0.0129 -0.0634

***

Energy above the lowest of the compared OMol25 structures with the same formula, charge and spin: 1.298; 1.043; 0.000; 0.000 (eV)